C78H172F10N13O20S10 as an isolated structure, computed with ωB97M-V/def2-TZVPD.

Structure (XYZ):
```
303
Properties=species:S:1:pos:R:3:forces:R:3
H 3.47160 -5.22377 -4.91394 -0.7 0.2 0.4
H -7.53436 -1.32651 0.09371 0.0 -0.2 0.0
H -1.94584 0.95986 0.69136 0.3 -0.4 -0.4
H 3.19905 -8.40247 -2.07848 -0.6 0.0 1.0
H -4.63418 2.83931 1.31292 0.4 0.6 -0.1
C -7.58986 -2.68367 5.12727 1.6 -1.2 -1.0
F -3.63141 2.58318 -3.69334 -0.1 -1.3 -1.6
C 3.60117 -6.24838 -4.57495 1.6 -0.1 0.2
N -3.11121 4.62459 -2.71531 4.0 3.7 1.5
H 2.46632 -8.84226 5.45421 -0.3 -0.1 0.1
H -5.82540 -0.41437 -1.46634 -0.2 -0.6 0.5
C -3.16299 -0.62782 -1.52622 -0.2 -0.1 -0.3
H 0.30598 -4.54276 3.25478 0.3 0.0 0.4
H 0.43506 -3.78126 4.82850 -0.4 0.1 0.5
O 0.11153 1.74481 4.33864 0.1 0.4 -0.5
H 2.26773 -5.34235 7.54439 -0.5 -0.1 -0.1
C 6.88343 4.13854 -1.52808 1.5 0.1 0.3
H 0.66469 -4.21070 -0.83564 0.0 -0.2 -0.4
H 3.04152 -3.98433 4.48189 0.2 0.0 -0.5
H 3.10720 -10.93968 -2.94406 -0.8 -0.2 0.1
H 3.69168 -7.07899 7.52884 0.2 0.5 0.1
C -6.78740 0.29638 7.98121 -0.2 1.2 1.4
H 0.31132 -8.21031 6.46963 0.3 0.1 0.1
O -0.95526 -3.86072 -5.57358 -0.4 1.1 0.5
C 3.55836 -8.79224 -2.99743 0.2 0.8 -1.8
H -0.11735 -2.27793 -2.07686 0.3 0.3 -0.8
H 3.80163 7.16232 5.69223 0.0 0.1 0.1
H -4.13890 -0.14447 0.30730 0.1 -0.7 -0.2
H 4.62578 -10.49466 -2.25394 0.0 0.1 0.4
C 5.03708 1.10485 -3.04791 -0.1 1.3 -1.7
C 3.91025 -10.23780 -3.02443 1.3 -1.0 -0.3
C -0.19146 2.18717 -6.14941 1.1 0.4 -0.1
O -2.18448 -0.06740 2.53849 -1.6 -0.7 2.1
H 4.12038 -6.69421 -5.43227 0.2 -0.3 0.5
N -3.90783 5.56846 1.91793 -1.1 -1.2 0.0
H -0.16058 2.76717 -0.54903 -0.5 -0.9 -0.1
H 3.41892 2.15276 -1.55339 0.0 0.3 -0.5
H 3.50512 4.83161 -4.55954 -0.3 -0.2 0.5
H 0.24911 1.44093 -8.29434 0.0 -0.1 -0.2
H -1.66909 -1.45415 0.46638 0.9 0.6 -0.9
N 2.33538 -6.99683 -4.38639 0.2 0.4 0.0
C 0.10667 -7.44733 -5.54513 -0.3 1.6 0.6
H 3.21504 7.70664 1.60831 0.1 -0.1 -0.1
H 4.21143 -6.23512 -3.61716 -0.8 -0.1 -1.3
H -7.01264 3.00758 0.28092 0.4 0.2 -0.2
C -7.21495 -3.14792 6.55766 -1.2 1.8 -0.9
C 2.16163 -4.72285 6.65977 0.4 0.7 0.4
H -0.06841 -0.71385 -0.08588 -1.1 -0.3 0.0
C 3.52530 -6.27234 5.45095 -0.1 -1.4 -0.4
H 4.92577 7.15141 3.83510 0.6 0.1 -0.1
H 5.13722 2.81431 -4.85158 0.2 -0.3 0.1
H -4.19176 -0.81819 -5.52315 0.2 0.3 -0.2
C -4.70477 -0.01205 -6.08275 1.5 -0.3 1.1
C -0.64266 -2.50225 -1.17552 -0.2 1.3 1.1
C 4.89364 6.29440 3.16363 -0.1 -0.3 1.9
H 0.98914 8.03121 4.75404 0.1 -0.2 -0.1
H 2.14033 -6.44882 -2.32327 0.9 0.0 0.5
H 7.41622 7.63451 2.43017 -0.4 -0.2 -0.5
O -4.48204 2.91975 -1.62794 -0.9 -0.3 1.7
H -0.39080 7.24630 0.73660 -0.9 0.1 0.3
H -8.63510 -2.47200 5.14469 -0.9 0.5 0.0
H -3.02203 -1.46961 -2.21316 0.0 0.3 0.0
H -3.16732 4.77773 0.17637 0.8 -0.2 0.9
H 1.98017 -7.04824 -6.52659 0.3 0.0 0.6
C -3.66724 0.62612 -7.04759 -0.6 0.0 -1.2
F 1.23094 -0.82275 -3.78420 0.3 0.9 1.7
H -5.09241 -1.54888 9.37122 0.3 0.4 -0.2
C -6.76009 -1.46580 4.64000 -0.5 -1.4 0.0
H -6.22536 -3.51374 6.71032 0.6 -0.6 -0.2
S 1.68856 -1.28900 -5.18602 -0.8 1.2 -2.0
O -0.89081 5.94405 -2.75351 -1.7 -2.2 -0.5
C -4.99580 -1.22810 7.19152 -0.4 -0.7 -0.3
S -4.26449 3.68163 -2.79544 -0.9 1.2 -1.6
O 3.88252 -6.05782 -1.07705 -1.6 1.0 2.5
H -7.85757 0.43300 8.00585 -0.4 0.2 -0.5
H 1.05015 -6.93408 4.50921 -0.2 -0.7 -0.1
F -1.07565 3.45092 -2.83085 0.9 0.5 0.1
C 3.56493 3.95081 -3.89877 1.3 0.2 -0.5
H -1.17813 -0.38533 -11.33273 0.0 0.5 0.3
H -5.24400 3.29040 2.86722 -0.4 0.0 -0.4
S 3.25601 -5.79612 0.25124 5.9 -1.1 -3.1
C -2.42855 1.10120 -6.31351 0.3 -0.7 1.7
H -7.96288 -3.84789 6.85788 -0.2 -0.9 0.3
S 3.19123 1.25213 2.18399 0.7 0.2 -0.5
C 3.62104 -7.41380 6.49548 0.6 0.7 -0.1
O 6.44146 1.09274 3.44663 0.7 -1.9 2.7
N -1.37098 1.81540 -7.04897 1.1 0.3 -1.4
C 0.96524 -3.94363 3.90749 0.0 -0.1 -0.5
H -4.07678 6.92889 0.41900 -0.3 0.1 0.3
C -6.83181 -0.39852 5.67460 0.3 0.9 -0.2
H 0.50781 1.34028 -6.06339 -0.5 0.2 -0.2
N -1.78010 -0.12754 -1.18478 0.7 0.1 0.4
H -6.28941 -0.70864 1.19407 0.0 -0.6 -0.6
H -7.50591 -3.50453 4.38361 0.2 0.3 0.5
H -2.72652 1.79610 -5.51664 0.1 -0.3 -0.1
H -6.57194 0.12836 -7.10070 -0.2 0.1 -0.3
C -4.64550 -1.96171 8.45746 -0.8 -0.6 0.2
N 2.18705 -5.51897 5.43497 1.3 -2.0 1.8
H 1.20589 -2.76437 -0.08549 -0.2 0.0 0.5
H -2.79910 -2.42584 9.43103 0.3 -0.3 0.4
C -5.40086 3.45815 1.78804 0.5 -1.0 -0.2
H 3.06526 -8.85586 -5.09484 0.3 0.2 -0.4
H 1.65933 -8.99081 -4.11955 0.1 0.1 0.3
C 1.17666 -2.59597 3.22231 0.2 0.2 -0.8
C -2.48332 7.54543 1.57299 0.7 1.2 0.9
H -2.79839 -2.64342 7.72270 0.8 -0.9 -1.3
H 4.39435 -1.47254 -3.10069 -0.1 0.3 -0.9
H -2.67467 -1.03687 8.41315 0.0 0.3 -0.2
H -2.82316 3.75842 1.59441 0.0 0.1 0.3
O 7.00721 1.94170 1.23298 1.4 -0.4 -1.6
H -5.71536 -1.71481 4.42054 -0.2 -0.2 0.1
H -2.93279 6.04238 3.76348 0.2 -0.2 -0.4
H -2.49726 0.69568 -9.28204 0.9 -0.2 -0.7
F -1.17200 2.25744 2.32260 0.9 0.6 -0.4
H 1.41838 -5.29460 -3.48733 0.6 -0.3 0.0
H 7.61022 5.97561 2.66109 0.0 -1.0 0.5
S -1.69813 4.86491 -3.32229 -1.0 -0.5 -0.8
C -4.10052 -1.02774 -0.37877 0.6 1.3 0.5
O -1.57770 -1.87006 -4.16970 -1.1 -0.9 -0.7
C 8.35606 4.06056 -1.04448 0.2 0.0 -1.5
S -1.02359 -2.43834 -5.36513 2.2 0.2 -1.2
H -5.48359 5.17099 0.44478 0.6 -0.1 -0.6
H -4.74205 -1.90994 6.34978 -0.5 0.7 0.4
O 2.81736 -7.84715 2.88604 -0.6 0.9 -0.9
H 4.67243 -2.00174 -0.17390 -0.4 0.1 0.4
H -1.76003 6.68515 -0.21734 0.1 0.3 -0.7
H -0.70205 4.73298 0.69483 -0.3 0.2 0.2
H -8.46727 -1.61053 7.40697 -0.4 0.7 -0.5
H 6.28348 4.15921 -0.64591 -0.6 0.3 0.7
H 7.65163 6.52742 1.02217 -0.8 0.3 0.8
H -0.17681 -6.53452 -2.20057 -0.4 0.1 0.3
H -4.68774 7.60586 1.92404 0.2 -0.4 0.5
C -3.89256 6.98673 1.50722 1.1 -0.4 -2.5
C 4.26858 -1.06993 -2.11211 1.5 0.2 0.5
H -0.53848 2.44964 -5.15944 -0.5 -0.1 0.1
F 2.38778 1.44249 0.67614 1.5 -0.1 1.7
C -0.73385 -0.17306 -10.35041 1.0 -0.9 -0.4
N 0.27994 -1.65095 -5.73392 0.4 -0.4 -1.1
C 4.59858 -2.26899 -1.21982 0.9 0.9 0.2
H 4.33358 -5.54479 5.56089 -0.3 0.0 0.0
C 2.44149 -8.34442 6.42947 0.8 -0.7 -0.1
H 0.50058 -8.05202 -2.72031 -0.7 0.6 -0.3
C 7.12017 6.65782 2.00381 0.8 1.3 -0.5
H -0.99611 5.32199 2.36300 -0.1 0.1 -0.8
C -1.03551 -1.16868 -0.42707 1.3 -1.6 1.0
H 2.51693 -9.09128 7.21665 0.1 -0.2 -0.1
H -1.88598 0.25505 -5.85570 -0.5 0.3 0.0
N 5.20510 2.62302 -2.76663 1.0 -1.8 2.2
H 6.87735 2.04332 -1.48231 -0.4 0.2 -0.4
H 2.51398 4.62953 -2.11595 0.4 -0.8 0.2
H -2.15368 7.76724 2.59801 -0.1 -0.3 0.0
H -5.91878 -1.49135 -7.27580 0.5 0.4 0.4
H 1.43182 3.40137 -7.18267 0.9 -0.6 -0.6
H 3.72861 8.86047 3.60504 -0.3 0.2 0.1
S -1.03609 2.45362 3.89080 -0.7 0.3 0.7
H -4.91094 0.73362 -5.30115 -0.3 0.0 -0.2
H 3.23891 4.89191 4.72538 0.3 -0.1 -0.1
C -0.71891 0.94624 -8.17387 1.1 0.5 1.5
F 1.55214 -8.98802 1.27385 0.2 -1.5 -0.7
F -1.84125 -1.88437 -6.64417 -0.2 -0.6 1.2
C -1.70600 1.15024 -0.35942 -0.1 -0.1 0.4
F -4.50971 0.63348 3.22686 2.3 -0.3 0.7
N 4.69718 1.49828 1.66353 -2.5 -1.1 -0.5
H -5.13706 -2.95802 8.38002 0.8 0.3 0.2
C 5.19113 0.17297 -1.87762 -0.1 -1.0 0.5
H -0.59086 -1.17862 -9.89410 -0.5 0.7 0.2
O 2.85868 -4.47349 0.52857 -0.9 0.6 0.8
H -3.60207 0.20956 -2.03724 -0.4 0.3 -0.6
H 6.25290 -0.11037 -1.78038 -0.4 -0.2 -0.1
H 1.28994 -4.09763 6.65520 -0.5 0.1 0.3
H -0.77811 5.03781 -7.58688 -0.1 -0.3 -0.2
H -2.59102 8.51761 1.14500 0.0 0.9 -0.4
C -3.12390 -2.01748 8.49346 -0.9 0.3 1.4
H -4.67355 6.04162 3.77249 0.1 0.0 -0.1
C -6.49961 -1.47052 0.40176 0.7 0.1 0.1
H 1.68754 -2.74827 2.24553 -0.6 0.1 0.4
H 2.20730 9.05989 5.47959 -0.1 -0.4 0.1
O 2.84025 -0.10913 2.52168 0.6 1.8 -0.4
H -6.31008 1.23135 7.65729 0.0 -0.5 0.0
S 1.83225 -7.59988 1.85017 -1.1 -1.6 2.2
H -2.53282 1.76973 -0.70211 0.3 0.4 -0.5
C -5.98636 -0.62779 -6.58807 -0.9 0.1 -0.5
H 5.58688 -2.73973 -1.42228 -0.8 0.3 -0.4
S -2.89055 0.28331 3.76908 0.5 2.5 0.2
H 2.30509 6.50661 6.30637 -0.1 0.1 -0.3
H -3.82367 4.52935 3.80258 0.3 -0.3 -0.4
C -0.66025 -6.95302 -4.25895 0.3 -1.2 -1.8
C -1.41072 0.87399 -9.49719 -2.1 -0.1 0.7
C -0.24950 1.64997 -0.58022 0.0 1.3 0.5
O 0.48909 -7.27361 2.28797 1.3 1.3 -0.4
H 2.55672 -5.34602 3.38720 0.1 0.3 0.4
C 5.61407 6.43446 1.89654 1.0 -0.2 -1.5
H 1.34442 -5.69530 -5.61891 -0.2 0.7 -0.1
H -4.10293 1.52717 -7.56048 0.1 -0.9 0.2
C 5.02165 3.43232 -3.95994 -2.0 -1.1 -2.1
C -5.29828 4.93093 1.47958 0.3 0.5 0.8
H 3.02744 -4.08392 6.68278 0.4 0.4 -0.2
C 0.30802 -3.34251 -0.30060 -0.8 0.2 -0.7
C 1.46378 -6.75924 -5.59619 0.0 -0.7 -1.0
C -1.00605 0.32085 -2.42872 -0.2 -0.1 0.4
F 5.87169 3.27818 2.74065 0.0 0.4 0.5
H 2.85338 3.19544 -4.26427 0.2 0.1 0.3
H 0.21254 -8.51745 -5.66838 -0.1 -0.3 0.4
H 5.76300 0.88976 -3.87682 -0.5 0.0 0.8
H -2.33841 3.55130 -6.63984 -0.6 0.5 0.1
H 4.93538 0.55927 -0.87458 -0.1 0.4 -0.5
F 4.55663 -6.04185 1.25252 -1.5 0.4 -0.6
C 1.61090 -6.35276 -3.23549 -2.1 -0.1 -1.0
C -1.85604 3.18825 -7.52796 0.8 -1.3 0.4
C 0.47529 3.50284 -6.74481 -2.3 -0.9 1.0
H 3.23397 -0.74562 -1.99933 -0.1 -0.1 0.1
H 3.57314 -6.72634 4.43677 0.2 0.3 0.8
H 4.57942 -7.91855 6.30421 -0.3 0.0 -0.1
H 0.42512 1.34219 0.24127 -0.7 -0.1 -0.6
H -0.48187 -7.11011 -6.40544 0.3 0.0 0.0
N -2.37140 1.74323 4.33390 -2.1 -1.9 -0.3
H 4.58948 3.20709 -0.80473 -0.2 0.0 0.2
H -0.45740 -0.03043 -7.69907 -0.6 0.6 -0.3
H -7.28210 -2.19343 8.50542 0.1 0.1 -0.4
C -1.40349 6.78248 0.79630 -0.2 0.3 -0.3
H 9.02450 4.02821 -1.93721 -0.3 -0.1 0.7
H 7.32082 2.71525 -3.06667 -0.1 -0.2 -0.3
H 4.16001 5.08441 -2.23488 0.5 0.3 0.2
H 4.45396 -10.50705 -3.94700 -0.3 0.3 0.1
H 3.12773 5.45101 1.00522 0.0 0.4 -0.3
H 6.77132 5.10156 -2.07730 -0.2 -0.9 0.0
H 0.14708 -5.89933 5.57998 -0.1 -0.1 0.2
H 5.27033 5.41667 3.72475 -0.3 0.4 -0.2
C 0.24437 -7.01896 -3.06971 0.8 -1.3 1.5
H 3.79127 -2.94360 -1.36484 -0.4 -1.1 0.1
H 5.74899 4.18905 -4.07638 0.7 1.0 0.5
C -5.54805 -1.28508 -0.82814 0.1 0.7 0.7
C 1.03904 -6.51944 5.50618 0.4 0.8 -0.1
H -0.15976 3.88971 -8.75950 -0.5 -0.2 0.1
H -7.16966 -1.07805 3.68757 0.1 0.0 0.5
C 3.51204 4.24288 -2.41180 -1.9 0.7 0.0
H -4.33973 -0.36744 7.08014 -0.6 0.4 -0.2
H -7.52042 3.06410 1.97964 0.3 0.0 -0.6
O 2.60602 -2.33302 -4.88370 0.1 -0.3 -0.4
C 4.07392 3.01156 -1.73772 1.2 0.2 -0.4
N 3.43553 6.10292 2.98405 -2.3 2.3 1.3
C 0.21592 1.09511 -1.94843 -0.9 -0.1 0.7
H -0.81891 -0.52929 -3.04451 0.1 -0.2 -0.1
H 2.09638 4.63494 2.23925 0.4 0.6 -0.1
H -6.59077 0.13195 9.05212 0.6 -0.3 -0.5
H 1.72791 7.03564 2.16082 0.0 0.1 0.5
C 2.26523 -4.70583 4.23013 -1.0 1.3 -1.1
C 2.70402 7.38734 2.51508 0.4 -0.3 -1.0
C -3.79819 5.51910 3.36247 -0.8 0.4 2.1
H -5.61799 -2.18007 -1.41733 0.0 -0.4 -0.5
S 6.10128 1.74023 2.28176 -2.5 2.7 -1.5
H -1.39642 1.86691 -9.94933 0.2 -0.1 -0.3
H 4.46834 -8.23197 -3.21148 0.2 0.0 0.3
H -6.09844 5.48695 2.00298 0.6 -0.1 0.2
C 2.77561 6.92383 5.40983 0.1 0.0 -1.2
H -3.37427 -0.12083 -7.81615 -0.4 0.4 0.4
H -6.38711 -2.49622 0.85541 -0.1 1.0 -0.5
H -7.83787 0.01832 5.67295 -0.1 0.0 0.5
C -2.78266 4.78326 1.24757 -0.4 0.3 -2.1
O -5.28122 4.40011 -3.49417 -0.8 -1.6 0.4
N 2.39592 -6.99903 0.54201 -1.6 -0.2 0.3
C 2.78332 5.79656 4.33463 -0.4 -0.5 0.7
H -1.67092 0.98350 -2.95328 -0.5 0.3 -0.2
H 5.57514 5.47279 1.39595 -0.4 -0.2 -0.3
C 2.62699 -8.49237 -4.17814 -0.5 0.5 0.4
O -1.12968 3.89372 4.09609 0.1 -1.8 -0.2
O -1.69947 4.67188 -4.76316 0.4 0.6 1.3
C 2.06923 8.17709 4.83811 0.6 0.2 0.4
H 1.83625 -1.89831 3.73925 -0.1 -0.2 0.4
H 0.19985 -2.07625 3.08509 0.7 -0.4 -0.1
H 8.62240 3.26787 -0.36078 -0.4 -0.6 -0.1
H 0.30308 0.16556 -10.50224 -0.2 -0.1 -0.3
O -3.18271 -0.59574 4.89082 0.4 0.7 -2.0
N -6.47698 -0.83181 7.11449 -0.3 0.2 -1.7
O 2.15430 -0.08259 -5.88868 -0.4 -2.1 1.4
C 2.68503 8.53464 3.48359 0.0 -0.1 0.5
H 1.04722 -7.18468 7.64063 0.3 0.3 -0.1
H 5.10180 7.16776 1.26327 0.5 0.0 -0.1
H 8.60733 4.93830 -0.51617 0.3 1.2 0.5
H -6.16407 0.38723 5.34816 0.4 0.4 0.5
H -0.21789 -3.75908 0.55324 0.3 0.3 0.5
O 2.68858 2.37116 2.95693 0.4 -1.4 -0.8
H 0.48441 1.86324 -2.68191 0.0 -0.3 0.3
C 6.64441 2.82552 -2.22628 -0.9 0.0 0.3
H 0.56949 4.21758 -5.92838 -0.1 0.0 0.0
H -6.60373 1.70908 1.42259 0.2 0.1 -0.2
H -1.57139 -2.96864 -1.44123 -0.3 -0.8 -0.2
H 3.79975 4.29507 2.13524 -0.1 -0.2 -0.1
H -3.65839 -1.85863 0.16191 -0.2 -0.2 0.2
H 2.12738 9.37031 3.04665 0.2 -0.2 -0.1
C -1.34455 5.38963 1.30397 -0.8 -1.4 1.5
C -6.68630 2.79065 1.29153 -1.2 0.2 1.8
C -7.44610 -1.93622 7.44181 1.5 -1.3 1.6
C 1.19534 -7.56491 6.62924 -2.0 0.2 -1.4
H -2.54983 3.03979 -8.34619 0.1 0.3 -0.2
H 4.03946 1.07972 -3.53036 0.3 -0.3 0.4
C -0.58907 3.96888 -7.75189 0.7 1.4 -0.7
H -1.57217 -7.55196 -4.30576 0.1 -0.1 1.0
H -1.00093 -5.93678 -4.37534 0.1 0.5 -0.4
H -6.62293 -0.94806 -5.74614 0.4 0.1 -0.2
H 1.75070 5.49753 4.11690 0.1 0.3 -0.1
C 3.07360 5.09769 2.02079 0.2 -2.4 -0.2
H 1.04246 0.43368 -1.77616 0.5 -0.3 -0.1
```
Positions in Å, forces in eV/Å.

Values from the calculation:
**Energy**: -279500.884 eV
**Highest occupied orbital energy**: -14.3 eV
**Spin multiplicity**: 1
**Total charge**: +3

Atomic partial charges in e from the Mulliken method, atoms 1 to 2: 0.291 0.488